Molecular formula: C45H80ClIN2O13P
Method: DFT, ωB97M-V with the def2-TZVPD basis set

The geometry in XYZ format:
```
143
Properties=species:S:1:pos:R:3:forces:R:3:mulliken_charge:R:1
I 4.0886 5.3026 -5.3962 0.1 -0.1 0.6 0.10
Cl 1.8416 0.0083 -1.5381 0.1 1.1 -0.2 0.05
P 0.9577 2.9255 1.2323 0.6 -1.1 0.6 1.09
O 3.4848 6.3039 -2.6641 -0.3 0.4 -0.4 -0.41
O -3.1258 -10.2642 -0.4113 0.0 0.0 0.0 -0.56
O 2.4863 8.5679 3.3055 0.0 -0.1 -0.1 -0.52
O -1.1327 -3.5102 1.0049 0.3 0.2 0.3 -0.51
O 0.2672 1.1416 3.5162 -0.2 -0.1 0.3 -0.54
O -3.3371 0.2525 -0.8115 0.0 -0.1 0.0 -0.51
O 3.7114 1.1444 -2.8895 0.2 0.2 -0.1 -0.44
O 8.5202 5.8922 1.0465 0.3 -0.1 -0.2 -0.44
O -7.4582 -2.2800 -1.4497 -0.1 0.1 0.0 -0.49
O -4.4491 -5.6084 -1.0005 0.1 0.0 0.0 -0.58
O -1.5347 3.1640 -7.2076 0.1 0.0 0.1 -0.54
O -3.6088 -15.0587 0.8839 0.0 0.0 0.1 -0.53
O 5.2470 7.3324 2.7796 0.3 0.0 -0.2 -0.42
N 4.0712 4.2507 -1.0884 0.3 -0.4 -0.6 0.30
N 3.5033 4.3753 0.9411 0.3 1.4 2.4 0.41
C 1.7685 9.9641 5.0865 0.2 -0.3 0.1 -1.12
C 4.0459 5.4376 -3.2375 0.5 -0.3 0.8 0.34
C 0.6025 -2.6989 -0.3941 -0.3 0.0 0.0 -1.06
C -3.0673 -6.9954 -2.3459 -0.3 -0.1 0.1 -1.25
C -0.8868 -0.4212 2.1483 0.3 0.3 -0.1 0.02
C -4.6338 -1.5499 0.0415 0.2 0.3 0.3 -0.60
C 0.2710 2.9284 -5.6858 -0.1 -0.3 0.0 -0.64
C -0.5474 3.6614 -6.7232 -0.2 0.0 -0.1 0.60
C 3.6115 4.7141 2.2887 -0.2 -1.3 -0.3 -0.93
C -0.5452 0.2421 3.4562 0.1 0.1 0.0 0.73
C -9.0905 -4.0034 -1.4257 0.3 -0.1 -0.1 -1.12
C -2.3297 -15.8409 2.7263 -0.1 -0.2 -0.2 -1.18
C -5.2526 -9.4329 0.2459 0.3 0.2 0.0 -1.03
C -4.5515 -0.9605 -2.4555 0.2 0.4 -0.1 -1.03
C 9.9826 4.5732 -0.2850 -0.4 -0.1 0.0 -1.12
C -4.8464 -11.9015 -0.3671 0.3 0.0 -0.1 -1.34
C 10.7231 6.7598 0.8489 -0.3 0.2 0.2 -1.18
C 2.7237 1.3889 -2.2878 -0.2 0.0 0.1 0.17
C -0.0790 5.0380 -7.1268 -0.2 0.0 -0.1 -0.98
C 1.9063 9.5799 3.6370 0.1 -0.1 0.0 0.78
C 4.4564 4.7804 0.0818 0.1 -0.6 -1.3 0.37
C -2.6163 -13.3388 2.1852 -0.2 0.1 -0.2 -0.58
C -1.2552 -0.2579 4.6878 0.2 0.2 0.2 -1.32
C -9.6278 -1.5664 -0.7941 0.3 0.2 0.0 -1.12
C -4.1006 -0.6644 -1.0511 0.0 0.0 0.1 0.73
C 0.0273 -3.5992 0.6697 -0.1 0.0 0.1 0.91
C 9.6344 5.7554 0.5819 0.0 0.1 0.1 0.71
C 5.6878 5.6261 0.3064 -0.6 0.8 -0.3 -0.50
C 4.7681 4.3413 -2.3686 -0.2 -0.2 -0.9 -0.93
C 2.4671 3.6251 0.3812 -0.2 0.8 -2.4 -0.30
C -1.8319 2.7061 0.5858 -0.7 -0.4 0.1 -0.72
C -3.3526 -5.7960 -1.4794 -0.2 -0.1 0.0 0.66
C 0.4944 4.1697 2.5374 0.8 0.9 -0.3 -1.18
C 2.8661 3.5525 -0.9619 -1.2 -0.4 1.4 -0.50
C 2.1854 2.8407 -2.1185 0.6 0.0 -0.4 -0.23
C 1.2943 10.5043 2.6162 0.1 -0.2 -0.2 -1.10
C 6.0095 7.7626 1.6542 -1.1 -0.1 -0.6 -0.55
C 5.3379 7.1848 0.3624 1.2 -0.1 0.4 -0.65
C -0.4072 2.7372 -0.0432 0.0 0.2 -0.5 -0.21
C -2.9198 -14.7749 1.8374 -0.1 -0.1 -0.2 0.82
C -2.2162 -4.8355 -1.2304 -0.4 0.1 -0.2 -0.53
C -8.6123 -2.5863 -1.2434 0.1 0.0 0.0 0.82
C -4.2933 -10.5095 -0.1987 0.1 0.0 0.0 1.00
C 3.7008 4.5944 3.4764 0.1 -0.1 0.3 0.12
C 0.9529 -4.6106 1.2955 -0.3 -0.1 0.1 -1.62
H -5.2436 -12.2612 0.5834 -0.2 0.0 -0.1 0.35
H -8.2579 -4.6263 -1.7495 0.0 0.0 0.0 0.25
H 2.2485 10.9278 5.2632 -0.2 0.1 0.0 0.35
H -4.0920 -0.2478 -3.1404 0.0 0.0 0.1 0.35
H 2.2535 9.2121 5.7071 0.0 0.0 0.0 0.27
H 1.0889 2.8713 -2.0947 0.5 -0.1 0.3 0.42
H -1.2403 -15.7773 2.7115 0.0 0.1 0.2 0.31
H 0.7132 10.0170 5.3590 0.0 0.2 0.0 0.35
H 0.9230 4.9793 -7.5564 0.1 0.1 0.2 0.24
H -10.0336 -1.8486 0.1788 -0.2 -0.1 -0.1 0.34
H -0.6464 -1.4826 2.1957 -0.3 0.0 0.0 0.21
H 9.1075 3.9329 -0.3931 0.0 0.0 0.0 0.24
H 11.5569 6.2772 1.3611 0.1 0.0 -0.2 0.36
H -0.5860 4.3541 2.6326 0.5 -0.3 -0.1 0.43
H -4.2288 -1.2260 1.0006 0.0 0.0 -0.1 0.16
H 6.2424 5.3439 1.2142 -0.5 -0.1 -0.3 0.68
H -2.5614 -4.0264 -0.5953 0.0 -0.1 0.0 0.02
H 10.2923 4.9151 -1.2740 0.2 0.0 0.1 0.34
H -1.8867 3.0422 1.6365 0.2 -0.1 -0.5 0.21
H -5.6303 -11.9007 -1.1264 -0.1 0.0 0.2 0.45
H -2.3321 -0.1190 4.5786 0.0 -0.2 0.0 0.34
H -0.1744 -2.0247 -0.7558 0.0 0.0 0.0 0.28
H -2.6284 -16.8219 2.3601 0.0 0.1 0.0 0.32
H -0.1798 1.9555 -5.4928 0.0 0.0 0.0 0.34
H -0.9150 0.3062 5.5552 0.0 0.0 0.0 0.36
H -2.5228 3.3441 -0.0002 0.5 -0.3 0.3 0.34
H 0.9977 5.1393 2.3374 -0.5 -0.4 0.1 0.32
H 5.8058 7.7003 -0.5028 -0.5 -0.4 0.3 0.37
H 10.7839 3.9956 0.1777 0.1 0.1 -0.1 0.38
H 2.5050 3.3542 -3.0510 -0.4 -0.4 0.4 -0.19
H 1.2887 2.7777 -6.0527 0.1 0.1 0.1 0.29
H -9.1472 -0.5931 -0.7044 0.0 0.0 0.0 0.28
H -4.2458 -1.9690 -2.7391 -0.2 -0.1 0.1 0.24
H -2.2891 1.6819 0.5550 0.7 0.9 -0.1 -0.17
H 1.4684 10.1062 1.6174 0.0 0.0 0.0 0.26
H 1.4172 -2.1056 0.0236 0.1 -0.2 0.0 0.47
H -6.0557 -9.3246 -0.4850 -0.1 -0.1 0.1 0.33
H -2.9974 -13.1093 3.1821 0.2 0.0 0.1 0.32
H 6.0736 8.8704 1.6148 -0.1 -0.5 -0.1 0.32
H -0.0766 5.6999 -6.2585 0.2 0.0 0.0 0.30
H 11.0650 7.1970 -0.0906 0.2 -0.1 0.0 0.36
H 0.2880 3.4994 -4.7543 0.2 0.1 -0.1 0.09
H -0.3036 0.0359 1.3479 0.0 0.0 0.0 -0.23
H 4.2463 7.3530 0.3346 0.5 0.1 0.1 0.54
H -4.0500 -12.5705 -0.6887 -0.1 0.0 0.0 0.30
H 0.4067 -5.1870 2.0409 0.0 0.0 0.0 0.37
H 0.9653 -3.2985 -1.2313 0.2 0.0 0.1 0.51
H -0.2501 1.7491 -0.5268 0.2 0.6 0.3 0.26
H -1.5397 -13.1657 2.1455 0.0 0.0 0.2 0.36
H -1.9476 -0.2908 1.9272 0.0 -0.2 0.0 0.03
H 0.9279 3.8050 3.4875 -0.5 0.0 -0.5 0.27
H 4.7067 3.3660 -2.8874 0.2 0.5 0.3 0.42
H -2.6968 -15.7203 3.7470 0.2 0.1 0.0 0.31
H -4.3314 -2.5838 -0.1359 -0.3 0.0 -0.1 0.08
H -10.4326 -1.4943 -1.5273 -0.1 -0.1 0.1 0.35
H -5.6357 -0.8675 -2.5239 0.0 -0.3 0.0 0.24
H -4.7222 -8.4845 0.3255 0.0 0.0 0.0 0.16
H 0.2184 10.5808 2.7810 0.0 0.2 0.1 0.34
H -2.7583 -6.6712 -3.3415 0.2 0.0 0.1 0.40
H -0.7574 5.4443 -7.8750 0.0 0.0 0.0 0.31
H 1.7847 -4.1012 1.7856 0.1 -0.1 -0.2 0.43
H 4.2995 7.4065 2.5680 0.4 0.3 0.3 0.26
H -5.6687 -9.6855 1.2228 -0.2 -0.1 -0.1 0.38
H -0.3366 3.4862 -0.8548 -0.2 -0.1 0.6 0.57
H 5.8243 4.6225 -2.2191 -0.5 -0.1 -0.2 0.47
H 1.7535 11.4917 2.6855 -0.2 0.1 0.1 0.35
H -5.7211 -1.4797 0.0762 0.0 -0.2 -0.2 0.26
H -1.8708 -4.4163 -2.1789 0.1 -0.1 0.0 0.37
H -9.8720 -4.0377 -2.1868 -0.1 0.0 0.2 0.35
H -1.0294 -1.3139 4.8448 -0.2 0.0 -0.1 0.35
H -3.9704 -7.5968 -2.4385 0.0 0.0 0.0 0.28
H 7.0300 7.3494 1.7146 -0.5 0.3 0.2 0.25
H -9.4727 -4.3919 -0.4803 -0.2 0.0 -0.1 0.35
H 6.3934 5.5182 -0.5378 -0.5 -0.4 0.5 -0.08
H 3.7970 4.4279 4.5415 -0.1 0.4 -0.6 0.46
H 1.3311 -5.2930 0.5319 0.2 0.1 0.0 0.37
H -3.1027 -12.6839 1.4639 0.1 0.0 0.1 -0.18
H 10.3344 7.5543 1.4843 0.0 0.0 0.0 0.30
H -2.2858 -7.6061 -1.8901 0.1 0.0 -0.1 0.33
H -1.3988 -5.3518 -0.7280 0.0 0.0 -0.2 0.26
```
Positions in Å, forces in eV/Å.

Output
- LUMO (eV) = -2.47
- 2S+1 = 1
- total charge = +1
- E (eV) = -107462.8382
- orbital gap (eV) = 7.5
- F_max (eV/Å) = 2.790